[1]
DFT (ωB97M-V/def2-TZVPD) results for C32H40N6O2PS3SiTc as an isolated structure.

Cartesian coordinates (Å):
Tc 0.56 0.91 -0.14
C 5.32 -1.59 -4.40
C 4.11 -1.45 -3.51
C 2.83 -1.80 -3.96
C 1.72 -1.61 -3.16
C 1.83 -1.08 -1.86
N 0.68 -0.79 -1.11
C -0.40 -1.69 -1.19
C -0.18 -3.07 -1.09
C -1.22 -3.97 -1.06
C -2.54 -3.54 -1.09
C -3.68 -4.51 -0.97
C -2.77 -2.17 -1.18
C -1.73 -1.26 -1.27
N -2.07 0.11 -1.45
C -3.18 0.57 -2.10
C -3.23 1.92 -1.91
C -2.09 2.22 -1.14
N -1.40 1.12 -0.88
C 3.12 -0.77 -1.41
C 4.22 -0.94 -2.23
N 3.35 -0.34 -0.08
C 4.41 -0.66 0.69
C 4.25 -0.02 1.90
C 3.04 0.67 1.78
N 2.50 0.48 0.59
H 5.12 -2.28 -5.23
H 6.18 -1.97 -3.85
H 5.59 -0.63 -4.84
H 2.71 -2.20 -4.95
H 0.74 -1.84 -3.54
H 0.84 -3.42 -1.04
H -1.01 -5.03 -0.98
H -3.51 -5.39 -1.59
H -4.63 -4.06 -1.28
H -3.80 -4.85 0.06
H -3.79 -1.80 -1.18
H -3.82 -0.11 -2.63
H -3.96 2.61 -2.30
H -1.73 3.17 -0.80
H 5.20 -0.64 -1.86
H 5.17 -1.33 0.34
H 4.91 -0.06 2.75
H 2.52 1.28 2.51
C -1.46 2.55 6.54
Si -1.31 1.37 5.09
C -0.28 -0.11 5.60
C -3.02 0.85 4.55
C -0.43 2.30 3.70
C 0.00 3.61 3.86
C 0.65 4.30 2.82
C 0.84 3.64 1.63
N 0.43 2.38 1.45
C -0.18 1.71 2.44
S -0.56 0.10 1.94
H -1.97 2.04 7.37
H -2.04 3.43 6.29
H -0.49 2.87 6.92
H -0.74 -0.61 6.46
H 0.72 0.20 5.90
H -0.20 -0.82 4.78
H -3.53 0.34 5.36
H -2.97 0.18 3.69
H -3.61 1.72 4.27
H -0.16 4.12 4.80
H 0.99 5.32 2.95
H 1.33 4.11 0.78
C -2.50 2.04 -5.83
C -1.66 3.30 -5.82
O -1.80 3.95 -4.54
P -0.58 4.18 -3.52
S 1.29 2.44 -1.62
S 0.29 2.20 -3.45
O 0.43 4.94 -4.57
C 1.78 5.19 -4.14
C 2.46 6.04 -5.18
H -2.43 1.55 -6.80
H -3.55 2.27 -5.63
H -2.15 1.34 -5.07
H -2.00 4.01 -6.57
H -0.61 3.08 -6.00
H 2.29 4.24 -4.00
H 1.76 5.70 -3.17
H 2.48 5.51 -6.14
H 3.49 6.25 -4.88
H 1.93 6.98 -5.32

Values from the calculation:
orbital gap (alpha / beta) = 6.75 / 6.76 eV
LUMO level (alpha / beta) = 0.01 / 0.00 eV
net charge = 0

Atomic partial charges in e from the Mulliken method, atoms 1 to 4:
1. Tc -0.505
2. C -1.601
3. C 0.608
4. C -1.188

[2]
DFT (ωB97M-V/def2-TZVPD) results for a 8-piece molecular cluster, C32H40N8 overall in a non-equilibrium geometry.

Cartesian coordinates (Å):
C -26.70 -20.98 -41.48
C -26.24 -21.73 -40.33
C -27.27 -22.63 -40.02
N -28.10 -22.62 -41.10
C -27.82 -21.63 -42.05
H -26.31 -20.04 -41.88
H -25.24 -21.67 -39.77
H -27.41 -23.33 -39.24
H -28.90 -23.26 -41.12
H -28.35 -21.47 -42.93
C -31.77 -21.16 -38.26
C -32.06 -20.03 -39.18
C -31.10 -20.13 -40.21
N -30.15 -21.02 -39.80
C -30.51 -21.59 -38.56
H -32.52 -21.54 -37.63
H -33.01 -19.40 -39.22
H -30.94 -19.62 -41.24
H -29.58 -21.53 -40.53
H -29.98 -22.34 -38.24
C -28.95 -16.31 -38.43
C -27.54 -16.93 -38.93
C -27.89 -18.18 -39.32
N -29.18 -18.47 -38.94
C -29.82 -17.28 -38.49
H -28.93 -15.35 -38.09
H -26.57 -16.47 -38.91
H -27.25 -18.93 -39.74
H -29.83 -19.27 -39.28
H -30.85 -17.30 -38.55
C -24.37 -12.76 -39.24
C -24.27 -13.87 -40.41
C -25.58 -14.23 -40.58
N -26.40 -13.62 -39.64
C -25.58 -12.74 -38.90
H -23.49 -12.04 -38.82
H -23.42 -13.96 -41.03
H -26.00 -14.79 -41.46
H -27.45 -13.66 -39.88
H -26.11 -12.05 -38.21
C -26.53 -20.59 -35.43
C -27.30 -19.90 -34.30
C -28.20 -19.19 -34.91
N -27.98 -19.19 -36.28
C -27.00 -20.09 -36.64
H -25.69 -21.26 -35.32
H -27.27 -20.03 -33.23
H -29.02 -18.73 -34.40
H -28.38 -18.47 -37.02
H -26.58 -20.35 -37.55
C -29.36 -12.52 -37.65
C -30.78 -13.23 -37.96
C -31.45 -12.39 -38.79
N -30.57 -11.53 -39.18
C -29.43 -11.45 -38.41
H -28.37 -12.85 -37.19
H -31.25 -14.11 -37.62
H -32.34 -12.63 -39.30
H -30.94 -10.86 -39.95
H -28.69 -10.67 -38.35
C -23.92 -18.07 -38.45
C -23.59 -19.19 -37.43
C -22.46 -18.61 -36.73
N -22.45 -17.23 -37.01
C -23.31 -16.92 -38.00
H -24.57 -18.01 -39.27
H -23.90 -20.19 -37.40
H -21.86 -19.11 -35.91
H -21.63 -16.52 -36.56
H -23.39 -15.89 -38.14
C -33.13 -16.60 -40.13
C -33.99 -16.77 -38.88
C -35.32 -16.58 -39.22
N -35.34 -16.34 -40.55
C -34.08 -16.49 -41.04
H -32.10 -16.57 -40.39
H -33.61 -16.86 -37.82
H -36.12 -16.56 -38.52
H -36.20 -16.05 -41.17
H -33.99 -16.06 -42.03

Values from the calculation:
orbital gap = 8.03 eV
LUMO level = 0.56 eV
relative energy (zero: lowest compared OMol25 entry of this formula, charge and spin) = 10.060 eV
net charge = 0

Atomic partial charges in e from the Mulliken method, atoms 1 to 4:
1. C -0.081
2. C -0.392
3. C -0.455
4. N -0.259

[3]
DFT (ωB97M-V/def2-TZVPD) results for a 9-piece molecular cluster, C32H40N8O4S overall in a non-equilibrium geometry.

Cartesian coordinates (Å):
S 0.10 -0.01 0.11
O -0.03 1.38 0.23
O 1.51 -0.48 -0.25
O -0.25 -0.72 1.30
O -0.68 -0.44 -1.07
N -0.60 3.34 -1.19
C -0.13 3.36 -2.55
C -0.36 4.73 -3.01
C -1.00 5.44 -1.82
C -1.15 4.46 -0.70
H -0.43 2.62 -0.50
H 0.49 2.71 -3.05
H -0.24 5.30 -4.10
H -1.13 6.66 -1.75
H -1.51 4.53 0.14
N 3.54 0.70 -1.27
C 4.79 0.26 -0.83
C 5.84 1.11 -1.54
C 5.01 2.18 -2.27
C 3.48 1.80 -2.02
H 2.74 0.09 -0.96
H 4.98 -0.53 -0.20
H 6.79 0.85 -1.37
H 5.41 3.00 -2.64
H 2.47 2.21 -2.24
N -0.89 -0.40 -3.72
C 0.36 -0.74 -4.24
C 0.15 -0.69 -5.83
C -1.23 -0.13 -6.07
C -1.81 -0.11 -4.64
H -1.09 -0.45 -2.62
H 1.36 -0.92 -3.43
H 0.88 -0.79 -6.67
H -1.72 0.21 -6.96
H -2.74 0.23 -4.23
N 2.52 -2.67 -0.98
C 3.74 -3.30 -0.57
C 3.93 -4.44 -1.53
C 2.78 -4.60 -2.37
C 1.80 -3.40 -2.05
H 2.02 -1.77 -0.37
H 4.49 -2.86 0.05
H 4.68 -5.26 -1.53
H 2.72 -5.27 -3.10
H 0.91 -2.89 -2.32
N -3.07 -1.49 3.11
C -3.98 -0.46 3.04
C -5.12 -0.80 4.06
C -4.69 -2.03 4.75
C -3.43 -2.41 4.20
H -2.18 -1.50 2.50
H -3.87 0.23 2.33
H -6.00 -0.09 4.35
H -5.37 -2.44 5.54
H -2.74 -3.30 4.43
N 0.92 -2.65 3.64
C 0.93 -2.25 4.89
C 1.94 -3.07 5.60
C 2.53 -4.00 4.51
C 1.80 -3.60 3.20
H 0.30 -2.01 3.01
H 0.10 -1.37 5.27
H 2.20 -3.21 6.70
H 3.31 -4.70 4.60
H 1.87 -3.91 2.05
N 0.69 2.19 2.54
C 0.51 1.53 3.66
C 1.35 2.20 4.77
C 2.01 3.35 4.04
C 1.60 3.26 2.58
H 0.32 1.98 1.49
H -0.25 0.82 3.85
H 1.28 1.61 5.80
H 2.65 4.25 4.53
H 1.91 3.89 1.69
N -3.91 0.20 -1.90
C -4.40 1.35 -1.26
C -5.79 1.49 -1.64
C -6.21 0.29 -2.44
C -4.90 -0.46 -2.54
H -2.95 -0.35 -1.79
H -3.57 2.03 -0.97
H -6.34 2.28 -1.42
H -7.11 0.16 -2.94
H -4.84 -1.32 -3.06

Values from the calculation:
orbital gap = 7.27 eV
LUMO level = 4.45 eV
relative energy (zero: lowest compared OMol25 entry of this formula, charge and spin) = 2.209 eV
net charge = -2

Atomic partial charges in e from the Mulliken method, atoms 1 to 4:
1. S 0.754
2. O -1.000
3. O -0.934
4. O -0.492

[4]
DFT (ωB97M-V/def2-TZVPD) results for C32H41AsN4ORuS as an isolated structure.

Cartesian coordinates (Å):
Ru 0.12 0.60 -0.77
N -2.03 0.40 -1.72
C -2.74 1.69 -1.87
C -1.97 2.82 -1.22
N -0.53 2.79 -1.57
C 0.21 3.84 -0.82
C 0.51 3.39 0.58
N 1.35 2.16 0.50
C -0.27 2.93 -3.03
C 1.06 2.32 -3.39
N 1.05 0.90 -2.99
H -1.96 -0.09 -2.61
H -2.56 -0.21 -1.10
H -3.72 1.64 -1.39
H -2.93 1.89 -2.93
H -2.05 2.73 -0.14
H -2.41 3.78 -1.50
H -0.35 4.77 -0.81
H 1.15 4.03 -1.34
H -0.39 3.14 1.13
H 1.02 4.19 1.12
H 1.56 1.83 1.44
H 2.24 2.39 0.07
H -0.31 3.98 -3.33
H -1.06 2.40 -3.57
H 1.88 2.81 -2.85
H 1.25 2.45 -4.46
H 1.97 0.48 -3.09
H 0.44 0.37 -3.61
C -1.11 -4.03 4.20
C -1.07 -4.13 2.81
C -0.98 -2.98 2.04
C -0.93 -1.74 2.66
C -0.94 -1.63 4.04
C -1.03 -2.78 4.81
As -1.08 -0.17 1.54
C -2.99 -0.05 1.29
C -3.82 -0.94 0.62
C -5.19 -0.70 0.59
C -5.71 0.43 1.22
C -4.87 1.30 1.91
C -3.50 1.06 1.97
C -2.52 1.82 2.77
C -2.80 2.89 3.61
C -1.81 3.42 4.43
C -0.52 2.89 4.42
C -0.21 1.85 3.56
C -1.21 1.32 2.75
H -1.20 -4.92 4.80
H -1.13 -5.10 2.34
H -0.95 -3.07 0.96
H -0.89 -0.66 4.53
H -1.06 -2.70 5.89
H -3.42 -1.84 0.16
H -5.85 -1.40 0.09
H -6.77 0.61 1.19
H -5.30 2.15 2.42
H -3.80 3.32 3.63
H -2.05 4.23 5.10
H 0.23 3.28 5.09
H 0.79 1.42 3.56
C 6.18 -4.19 -4.61
C 5.27 -3.48 -3.65
C 3.89 -3.73 -3.64
C 3.05 -3.09 -2.75
C 3.61 -2.18 -1.86
C 4.97 -1.88 -1.86
C 5.79 -2.54 -2.75
S 2.64 -1.39 -0.63
C 2.42 -2.71 0.55
O 1.21 -1.22 -1.25
H 5.66 -4.98 -5.15
H 7.03 -4.62 -4.09
H 6.59 -3.49 -5.34
H 3.49 -4.44 -4.34
H 1.99 -3.29 -2.75
H 5.38 -1.15 -1.17
H 6.85 -2.33 -2.77
H 2.01 -3.58 0.03
H 1.73 -2.36 1.33
H 3.39 -2.94 0.98

Values from the calculation:
orbital gap (alpha / beta) = 8.62 / 5.19 eV
LUMO level (alpha / beta) = -7.49 / -10.93 eV
multiplicity = 6
relative energy (zero: lowest compared OMol25 entry of this formula, charge and spin) = 0.316 eV
net charge = +3

Atomic partial charges in e from the Mulliken method, atoms 1 to 4:
1. Ru 1.424
2. N -0.378
3. C -1.018
4. C -0.276

[5]
DFT (ωB97M-V/def2-TZVPD) results for C32H41Cl2HfN2OP3 as an isolated structure in a non-equilibrium geometry.

Cartesian coordinates (Å):
P -2.45 -0.84 -1.71
C -3.88 -0.16 -1.03
C -4.50 0.60 -2.06
H -3.86 0.94 -2.89
C -5.86 0.83 -1.99
H -6.33 1.35 -2.82
C -6.59 0.40 -0.88
H -7.66 0.57 -0.87
C -5.96 -0.23 0.20
H -6.55 -0.53 1.06
C -4.59 -0.50 0.17
H -4.06 -0.96 1.00
C -1.26 0.28 -2.41
C -1.19 1.69 -2.22
H -1.79 2.17 -1.44
C -0.37 2.44 -3.06
H -0.33 3.53 -2.94
C 0.37 1.83 -4.06
H 0.98 2.42 -4.74
C 0.33 0.45 -4.23
H 0.88 -0.05 -5.02
C -0.44 -0.35 -3.39
H -0.50 -1.43 -3.49
C -1.98 -2.49 -1.40
C -2.73 -3.13 -2.41
H -3.44 -2.49 -2.97
C -2.52 -4.46 -2.66
H -3.09 -4.91 -3.47
C -1.61 -5.19 -1.89
H -1.47 -6.24 -2.12
C -0.92 -4.58 -0.84
H -0.24 -5.18 -0.24
C -1.09 -3.22 -0.56
H -0.60 -2.74 0.29
Hf 0.54 0.33 3.27
C 2.53 0.50 1.84
C 2.69 0.43 0.51
H 3.41 0.71 2.46
C 1.48 0.10 -0.38
O 1.61 -1.28 -0.81
H 0.88 -1.52 -1.40
C 0.32 0.14 0.53
H 1.41 0.81 -1.24
C -0.49 0.33 1.51
Cl 2.05 1.17 5.06
Cl -1.60 0.46 4.22
P 0.06 2.96 2.29
C -0.10 3.86 3.87
H 0.88 3.90 4.36
H -0.81 3.32 4.51
H -0.48 4.88 3.66
C 1.45 3.81 1.47
H 1.56 3.44 0.44
H 2.37 3.58 2.02
H 1.28 4.90 1.46
C -1.38 3.58 1.35
H -2.26 2.96 1.60
H -1.20 3.52 0.27
H -1.57 4.62 1.64
P 4.24 0.48 -0.44
C 5.49 1.31 0.55
C 3.97 1.41 -1.97
H 5.53 0.85 1.55
H 5.23 2.37 0.66
H 6.49 1.25 0.10
H 3.24 0.88 -2.61
H 4.90 1.55 -2.54
H 3.55 2.39 -1.71
C 4.81 -1.19 -0.87
H 5.02 -1.74 0.05
H 5.71 -1.18 -1.50
H 3.99 -1.69 -1.40
H -1.58 0.19 1.23
N 0.56 -2.40 4.30
C 1.07 -3.64 4.36
C 1.56 -3.94 3.09
C 1.31 -2.83 2.29
N 0.78 -1.83 3.07
H 0.11 -1.87 5.04
H 1.06 -4.19 5.29
H 2.07 -4.84 2.80
H 1.54 -2.67 1.25

Values from the calculation:
orbital gap = 4.13 eV
LUMO level = -6.71 eV
relative energy (zero: lowest compared OMol25 entry of this formula, charge and spin) = 0.143 eV
net charge = +2

Atomic partial charges in e from the Mulliken method, atoms 1 to 4:
1. P 0.085
2. C 1.081
3. C -0.504
4. H 0.391

[6]
DFT (ωB97M-V/def2-TZVPD) results for C32H42BN6O2S2W as an isolated structure in a non-equilibrium geometry.

Cartesian coordinates (Å):
W -0.15 -0.02 0.27
C -3.31 2.13 0.89
C -2.10 1.42 1.43
C -0.87 2.13 1.58
C -0.73 3.53 1.03
C 0.11 1.64 2.49
C 1.32 2.46 2.85
C -0.09 0.40 3.14
C 0.73 0.03 4.33
C -1.10 -0.47 2.64
C -1.14 -1.91 3.11
C -2.22 0.11 1.94
C -3.56 -0.57 2.04
H -3.72 2.77 1.68
H -4.09 1.43 0.60
H -3.09 2.77 0.04
H -0.27 3.53 0.04
H -0.11 4.15 1.68
H -1.69 4.02 0.96
H 1.08 3.16 3.65
H 1.68 3.04 2.00
H 2.13 1.82 3.19
H 1.73 -0.33 4.07
H 0.24 -0.74 4.92
H 0.86 0.91 4.96
H -1.60 -1.99 4.10
H -0.13 -2.31 3.18
H -1.72 -2.53 2.42
H -3.85 -1.08 1.13
H -4.32 0.16 2.29
H -3.56 -1.31 2.84
C -1.93 2.44 -2.75
C -0.74 1.87 -2.06
O -0.92 1.07 -1.01
C 0.55 2.14 -2.45
C 1.70 1.68 -1.75
C 3.04 1.97 -2.30
N 1.54 0.99 -0.62
N 2.73 0.61 -0.02
C 2.56 -0.20 0.98
O 1.30 -0.49 1.32
C 3.66 -0.81 1.68
C 3.37 -1.92 2.50
C 4.38 -2.58 3.15
C 5.70 -2.17 2.98
C 6.00 -1.09 2.17
C 4.99 -0.40 1.52
H -2.85 2.09 -2.29
H -1.92 2.19 -3.81
H -1.90 3.53 -2.69
H 0.70 2.77 -3.31
H 2.98 2.67 -3.12
H 3.51 1.05 -2.65
H 3.71 2.36 -1.53
H 2.35 -2.25 2.58
H 4.16 -3.43 3.78
H 6.50 -2.71 3.48
H 7.03 -0.78 2.06
H 5.22 0.46 0.91
C 4.10 -1.80 -1.96
N 2.95 -1.81 -2.84
C 2.97 -1.80 -4.20
C 1.68 -1.93 -4.62
N 0.88 -2.03 -3.52
B -0.56 -2.60 -3.46
N -1.61 -1.45 -3.43
C -2.24 -1.02 -4.56
C -3.41 -0.43 -4.21
N -3.50 -0.49 -2.85
C -4.65 -0.11 -2.08
C -2.38 -1.10 -2.40
S -2.10 -1.43 -0.70
C 1.67 -1.93 -2.46
S 1.16 -2.03 -0.80
H 5.00 -1.71 -2.56
H 4.14 -2.74 -1.41
H 4.03 -0.98 -1.26
H 3.88 -1.73 -4.76
H 1.28 -1.99 -5.61
H -0.67 -3.22 -2.45
H -0.75 -3.22 -4.44
H -1.82 -1.21 -5.53
H -4.18 -0.01 -4.82
H -5.31 0.50 -2.70
H -4.35 0.46 -1.20
H -5.20 -1.00 -1.76

Values from the calculation:
orbital gap = 5.41 eV
LUMO level = -11.01 eV
net charge = +3

Atomic partial charges in e from the Mulliken method, atoms 1 to 4:
1. W -0.692
2. C -2.486
3. C 1.917
4. C 0.632